Record 1
The following is a DFT calculation (ωB97M-V with the def2-TZVPD basis set) of C24H37FN2O2 in the gas phase.

Properties
maximum force: 0.3 eV/A
LUMO: 0.022 hartree
ΔE to the lowest compared entry with this formula, charge and spin: 0.326 eV
structure (SMILES): Cc1cc(C(=O)N(C)CCCCCCNC(=O)C[C@H]2CCCC[C@@H]2C)ccc1F
HOMO: -0.3339 Ha

```
! wB97M-V def2-TZVPD RIJCOSX def2/J DEFGRID3
* xyz 0 1
C -6.8360 -0.3876 -1.6172
C -5.9499 -0.7402 -0.4552
C -5.6704 0.1609 0.5619
C -4.8548 -0.1814 1.6358
C -4.6268 0.7443 2.7937
O -4.7736 0.3287 3.9325
N -4.2710 2.0378 2.5365
C -4.2401 2.9616 3.6500
C -3.5823 2.4818 1.3349
C -2.0730 2.6085 1.5296
C -1.4282 1.2920 1.9372
C 0.0848 1.3884 2.0674
C 0.7172 0.0661 2.4740
C 2.2285 0.1421 2.6428
N 2.9247 0.4865 1.4169
C 3.1336 -0.4175 0.4257
O 2.7850 -1.5800 0.5351
C 3.8751 0.1309 -0.7845
C 4.3112 -0.9388 -1.7731
C 3.1097 -1.4890 -2.5401
C 3.5023 -2.6116 -3.4902
C 4.5977 -2.1653 -4.4505
C 5.7815 -1.5771 -3.6943
C 5.3754 -0.4364 -2.7621
C 6.6115 0.1465 -2.0864
C -4.3242 -1.4601 1.7063
C -4.5693 -2.3714 0.6943
C -5.3703 -1.9951 -0.3636
F -5.6125 -2.8859 -1.3464
H -6.2504 -0.2649 -2.5299
H -7.5646 -1.1764 -1.8049
H -7.3767 0.5367 -1.4238
H -6.1245 1.1444 0.5248
H -4.8671 2.5839 4.4504
H -3.2296 3.0936 4.0466
H -4.6181 3.9329 3.3230
H -3.7621 1.7723 0.5323
H -4.0044 3.4416 1.0207
H -1.6403 2.9558 0.5855
H -1.8439 3.3813 2.2695
H -1.8502 0.9549 2.8904
H -1.6821 0.5210 1.2003
H 0.5086 1.7184 1.1129
H 0.3379 2.1599 2.8057
H 0.2797 -0.2748 3.4181
H 0.4871 -0.7017 1.7306
H 2.4855 0.8990 3.3879
H 2.6089 -0.8140 3.0015
H 3.2422 1.4303 1.2866
H 3.2432 0.8754 -1.2839
H 4.7436 0.6700 -0.3974
H 4.7537 -1.7661 -1.2039
H 2.3575 -1.8427 -1.8354
H 2.6469 -0.6699 -3.1087
H 3.8551 -3.4673 -2.9047
H 2.6264 -2.9532 -4.0471
H 4.9264 -3.0044 -5.0688
H 4.1961 -1.4091 -5.1344
H 6.2684 -2.3624 -3.1024
H 6.5360 -1.2178 -4.4011
H 4.9145 0.3479 -3.3805
H 7.0216 -0.5535 -1.3527
H 7.3908 0.3466 -2.8243
H 6.4057 1.0885 -1.5774
H -3.7231 -1.7445 2.5593
H -4.1543 -3.3703 0.7246
*
```

=====

Record 2
The following is a DFT calculation (ωB97M-V with the def2-TZVPD basis set) of 2 unconnected molecules or ions with the total composition C4H10O2S2 in a non-equilibrium geometry.

Properties
maximum force: 6.2 eV/A
LUMO: -0.038 hartree
ΔE to the lowest compared entry with this formula, charge and spin: 7.055 eV
HOMO: -0.3350 Ha

```
! wB97M-V def2-TZVPD RIJCOSX def2/J DEFGRID3
* xyz 0 1
C -1.4080 -0.0774 0.6233
C -0.4714 0.1944 -0.7329
C 0.8836 0.8344 -0.6152
C 1.6076 0.0533 0.3672
H -2.7639 -2.1779 0.6450
H -1.7750 0.9074 1.1673
H -1.0400 -0.5524 1.5429
H -1.3117 0.8506 -1.3397
H -1.2591 -1.4266 -0.7641
H 1.3277 0.5083 -1.6745
H 1.2418 2.6235 1.2599
H 2.4624 0.7630 0.7298
H 0.8766 0.0007 1.2204
H 1.3930 -1.8225 -0.8753
O -2.4505 -0.9042 0.0906
O -0.5431 -1.0427 -1.3102
S 0.6534 2.7504 -0.2866
S 2.5766 -1.4824 -0.0479
*
```

=====

Record 3
The following is a DFT calculation (ωB97M-V with the def2-TZVPD basis set) of 10 unconnected molecules or ions with the total composition C21H65N17O11 in a non-equilibrium geometry.

Properties
maximum force: 3.2 eV/A
LUMO: 0.005 hartree
ΔE to the lowest compared entry with this formula, charge and spin: 0.000 eV
structure (SMILES): COC[C@H](C)N.COC[C@H](C)N.COCCNCCOC.NC(N)=O.NC(N)=O.NC(N)=O.NC(N)=O.NC(N)=O.NC(N)=O.NC(N)=O
HOMO: -0.3252 Ha

```
! wB97M-V def2-TZVPD RIJCOSX def2/J DEFGRID3
* xyz 0 1
C 2.1306 4.7792 0.6739
O 2.1415 4.3916 -0.4802
N 2.8182 5.9028 1.1838
N 1.5818 4.0269 1.6478
H 3.1211 6.5336 0.4505
H 2.4119 6.3263 1.9933
H 1.4613 4.3664 2.5651
H 1.0255 3.2339 1.4454
C -2.8092 1.3167 -4.6991
O -3.9355 0.8872 -4.4252
N -2.4804 1.8907 -5.9289
N -1.5878 1.1440 -3.9688
H -3.2138 1.9352 -6.6171
H -1.9789 2.7866 -5.8283
H -1.4388 0.8329 -3.0541
H -0.9542 1.8602 -4.2601
C -0.0713 -1.6128 4.6338
O 0.6146 -0.9750 5.3961
N 0.4211 -2.7320 3.9230
N -1.4024 -1.3225 4.3516
H 1.4162 -2.7292 3.8098
H 0.0791 -2.9672 2.9916
H -1.8862 -0.5243 4.7278
H -1.9358 -1.8629 3.6684
C 0.5119 -3.0618 -2.8782
O 0.2916 -3.5585 -3.9731
N 1.2765 -3.6911 -1.9164
N -0.0055 -1.8384 -2.4566
H 1.4185 -3.1989 -1.0367
H 1.3105 -4.7027 -1.9898
H -0.1209 -1.6348 -1.4670
H -0.4938 -1.2937 -3.1617
C 2.8221 -3.3097 1.2203
O 1.7687 -2.6735 1.1668
N 3.9620 -2.9698 0.5785
N 2.9923 -4.4913 1.9262
H 4.6878 -3.6407 0.6143
H 4.0350 -2.2150 -0.1099
H 3.6829 -5.1265 1.5809
H 2.1289 -4.8493 2.3381
C 0.1619 4.4132 -3.5385
O -0.2585 3.8563 -4.5948
N -0.5554 4.4533 -2.3272
N 1.4334 5.0697 -3.5051
H -0.0054 4.7035 -1.5173
H -1.2922 3.7780 -2.1444
H 1.9564 5.1413 -4.3666
H 1.8564 5.2108 -2.6014
C -0.3965 0.8397 -0.2675
O -1.4260 1.1185 -0.8425
N -0.2455 -0.3023 0.4783
N 0.6712 1.7125 -0.2858
H 0.4939 -0.3901 1.1430
H -1.1221 -0.8017 0.6561
H 1.5466 1.3274 0.0397
H 0.7566 2.3163 -1.0877
C 3.2721 -0.7295 -2.2940
O 4.0959 -0.6109 -1.1449
C 4.6108 0.6624 -0.8490
C 4.7094 0.7366 0.7287
N 3.4350 0.4246 1.3658
C 3.3451 0.9107 2.7162
C 4.3670 0.1720 3.5340
O 4.1110 -1.1874 3.3946
C 4.9317 -2.1616 4.0938
H 2.9060 -1.7541 -2.4240
H 3.8173 -0.5234 -3.2285
H 2.4078 -0.0575 -2.2840
H 3.9475 1.4351 -1.2772
H 5.6190 0.7193 -1.2832
H 4.9815 1.7526 0.9965
H 5.4781 -0.0003 0.9649
H 3.2707 -0.5959 1.3335
H 2.2769 0.8539 2.9999
H 3.6232 1.9707 2.6297
H 4.2831 0.4930 4.5873
H 5.3630 0.4175 3.1475
H 5.9468 -1.7925 4.3726
H 5.0126 -3.0946 3.5250
H 4.5162 -2.3931 5.0678
C -1.3351 -4.2244 1.1925
C -2.2567 -3.3889 0.3389
C -3.3832 -4.2173 -0.2900
O -4.2650 -3.5280 -1.1982
C -3.6308 -2.8773 -2.3053
N -2.7064 -2.1557 0.9938
H -0.9554 -5.0933 0.6860
H -1.8583 -4.4522 2.1209
H -0.3952 -3.6838 1.2873
H -1.5770 -3.0202 -0.4225
H -4.0910 -4.5569 0.4540
H -2.8739 -5.0196 -0.8719
H -3.0907 -1.9266 -2.0283
H -4.4544 -2.6110 -2.9529
H -2.8663 -3.4798 -2.7772
H -3.2778 -2.3609 1.8351
H -3.3533 -1.6360 0.4008
C -4.6274 1.1687 1.8703
C -5.1625 0.9259 0.4588
C -5.2028 2.2045 -0.4327
O -5.6571 3.3656 0.2272
C -5.2934 4.5398 -0.4659
N -4.2723 -0.0581 -0.2418
H -4.6285 0.2544 2.4784
H -5.0823 1.9261 2.4946
H -3.5930 1.5147 1.8127
H -6.1396 0.4572 0.4865
H -5.8365 2.0165 -1.3097
H -4.1647 2.3001 -0.7478
H -5.7821 4.5089 -1.4397
H -4.2218 4.4847 -0.7063
H -5.5641 5.4081 0.1350
H -4.7205 -0.4642 -1.0742
H -3.3805 0.3525 -0.5555
*
```

=====

Record 4
The following is a DFT calculation (ωB97M-V with the def2-TZVPD basis set) of 6 unconnected molecules or ions with the total composition C31H59BN2O14P in a non-equilibrium geometry.

Properties
maximum force: 1.2 eV/A
LUMO: -0.101 hartree
HOMO: -0.4218 Ha

```
! wB97M-V def2-TZVPD RIJCOSX def2/J DEFGRID3
* xyz 1 1
C 1.8820 1.1355 1.6633
O 1.8227 -0.0145 0.8637
C 2.8434 -0.0393 -0.1360
C 2.2696 -0.4685 -1.4757
C 3.1718 -0.0809 -2.6406
C 3.2912 1.4244 -2.9454
C 2.1534 2.3215 -2.4435
C 0.8550 2.2070 -3.2740
C -0.3914 1.7745 -2.4943
C -1.2559 2.9223 -1.9601
C -2.7287 2.5905 -1.7578
N -3.0038 1.5613 -0.6818
O -2.5812 0.2998 -1.2192
P -2.1078 2.0155 0.8724
N -2.1964 3.4577 1.3349
B -4.5505 1.3700 -0.3671
O -5.2745 2.4799 -0.6172
O -4.8781 0.1893 0.1720
C -5.7990 -0.7255 -0.4562
H 2.8761 1.2816 2.1035
H 1.1733 0.9897 2.4789
H 1.6310 2.0568 1.1176
H 3.3151 0.9542 -0.1817
H 3.6086 -0.7630 0.1507
H 2.1697 -1.5620 -1.4646
H 1.2562 -0.0824 -1.6072
H 4.1717 -0.4686 -2.4091
H 2.8530 -0.6137 -3.5433
H 4.2583 1.8154 -2.6193
H 3.3000 1.5291 -4.0377
H 2.5114 3.3552 -2.4861
H 1.9249 2.1287 -1.3837
H 1.0043 1.5056 -4.1014
H 0.6533 3.1820 -3.7368
H -0.0589 1.1649 -1.6451
H -1.0196 1.1159 -3.1009
H -1.2332 3.7643 -2.6632
H -0.8475 3.3183 -1.0242
H -3.3138 3.4655 -1.4679
H -3.1816 2.1763 -2.6659
H -2.1298 -0.1956 -0.5297
H -2.6465 1.0552 1.7196
H -0.8584 1.4931 0.5268
H -2.6904 4.1752 0.8335
H -6.1321 2.3764 -1.0006
H -5.6018 -1.7125 -0.0387
H -5.6580 -0.7696 -1.5366
H -6.8194 -0.4339 -0.2103
O 4.8219 -2.6786 0.0842
C 5.1962 -3.0261 -0.9983
O 5.9408 -2.2102 -1.7737
C 6.1769 -2.8031 -3.0647
C 5.9909 -4.3050 -2.8482
C 4.9404 -4.3293 -1.7357
H 5.4484 -2.3888 -3.7648
H 7.1731 -2.5148 -3.3853
H 5.7010 -4.8288 -3.7554
H 6.9206 -4.7429 -2.4856
H 3.9207 -4.2968 -2.1251
H 5.0226 -5.1669 -1.0494
O 6.1927 1.2095 -4.8014
C 5.9640 2.2407 -5.3593
O 5.5215 3.3333 -4.6898
C 5.2131 4.3973 -5.6085
C 6.0246 4.0925 -6.8663
C 6.0622 2.5640 -6.8414
H 4.1370 4.3839 -5.7963
H 5.4769 5.3361 -5.1297
H 5.5881 4.5209 -7.7647
H 7.0337 4.4889 -6.7571
H 5.1979 2.1183 -7.3373
H 6.9666 2.1291 -7.2559
O -7.8900 0.5644 5.8601
C -7.2292 0.6211 4.8743
O -7.7395 0.2726 3.6517
C -6.7206 0.3190 2.6540
C -5.6530 1.2624 3.2019
C -5.7747 1.0204 4.7018
H -6.3321 -0.6948 2.5098
H -7.1804 0.6582 1.7266
H -4.6621 1.0548 2.8045
H -5.9142 2.2957 2.9652
H -5.1525 0.1836 5.0148
H -5.5446 1.8924 5.3067
O -3.5516 -1.2050 4.2896
C -3.1806 -1.8193 3.3345
O -2.6580 -1.1501 2.2519
C -2.3559 -2.0795 1.1924
C -2.2202 -3.4377 1.8713
C -3.2002 -3.2981 3.0389
H -3.1817 -2.0553 0.4737
H -1.4280 -1.7564 0.7112
H -2.4314 -4.2662 1.2006
H -1.2131 -3.5666 2.2643
H -4.2205 -3.5793 2.7666
H -2.8939 -3.8566 3.9175
O -0.3782 -4.3156 4.4705
C -0.5215 -3.6894 5.4828
O -1.7543 -3.3785 5.9343
C -1.6732 -2.5149 7.0891
C -0.2829 -2.7721 7.6691
C 0.5233 -3.1022 6.4105
H -1.8092 -1.4878 6.7476
H -2.4896 -2.7761 7.7554
H 0.0967 -1.9282 8.2388
H -0.3121 -3.6404 8.3267
H 0.9275 -2.2087 5.9306
H 1.3325 -3.8116 6.5559
*
```

=====

| no. | gap between HOMO and LUMO (eV) | M (g/mol) |
| --- | --- | --- |
| 1 | 9.7 | 404.6 |
| 2 | 8.1 | 154.3 |
| 3 | 9.0 | 731.9 |
| 4 | 8.7 | 725.6 |